{"formula": "C3H9ClOSi", "method": "ωB97M-V with the def2-TZVPD basis set", "max_force_ha_per_bohr": 0.040, "gap_ev": 8.96, "relative_energy_kj_mol": 315.40, "smiles": "C=[Si](Cl)CC.O", "e_lumo_ha": 0.013, "elements": ["C", "Si", "Cl", "C", "C", "H", "H", "H", "H", "H", "H", "H", "O", "H", "H"], "positions_angstrom": [[0.4341, 1.6391, 0.4812], [0.7580, -0.0863, 0.4368], [1.9285, -1.1200, 1.7153], [-0.0985, -1.2963, -0.7506], [0.4710, -1.2376, -2.1679], [0.9738, 2.3159, 1.1225], [-0.1284, 2.1125, -0.3059], [-0.0228, -2.3233, -0.3812], [-1.1599, -1.0556, -0.7878], [1.5028, -1.5839, -2.1858], [-0.1089, -1.8691, -2.8399], [0.4491, -0.2205, -2.5509], [-1.9835, 1.3658, 2.8157], [-1.5176, 1.4370, 1.9689], [-1.4976, 1.9222, 3.4297]], "forces_ev_per_a": [[0.706, -1.949, 0.101], [-1.256, 1.404, -0.741], [0.276, 0.050, 0.326], [0.206, 0.151, 0.230], [0.096, 0.058, -0.040], [0.093, 0.029, 0.196], [-0.226, -0.085, -0.198], [0.028, 0.194, 0.209], [-0.097, 0.123, 0.152], [0.082, 0.003, -0.076], [0.006, -0.016, -0.033], [0.021, 0.063, -0.131], [-0.177, -0.099, -0.114], [0.160, 0.050, 0.198], [0.081, 0.023, -0.081]]}